(1)
{"formula": "C7H7N5", "method": "the ωB97M-V functional and the def2-TZVPD basis", "symbols": ["C", "C", "C", "C", "C", "C", "C", "N", "N", "N", "N", "N", "H", "H", "H", "H", "H", "H", "H"], "xyz": [[1.617, 2.018, 0.393], [0.390, 1.621, 0.973], [1.552, 1.546, -0.903], [-0.313, 0.888, 0.059], [-1.538, -2.365, -0.151], [-1.419, -1.316, 0.680], [-1.582, 0.116, 0.232], [-2.357, 1.080, 1.001], [-2.270, 0.144, -1.048], [-3.197, 1.513, 0.255], [-3.221, 0.949, -1.020], [0.434, 0.826, -1.092], [2.340, 2.818, 0.927], [0.098, 1.705, 2.015], [2.411, 1.533, -1.636], [-1.663, -3.332, 0.298], [-1.789, -2.184, -1.112], [-1.598, -1.505, 1.734], [0.135, 0.372, -2.026]], "smiles": "C=CC1(c2ccc[nH]2)N=NN=N1", "total_energy_ev": -14818.373, "lumo_ev": -0.60, "e_homo_ev": -8.686}

---

(2)
{"formula": "C7H7NO3", "method": "the ωB97M-V functional and the def2-TZVPD basis", "symbols": ["C", "C", "C", "C", "C", "C", "C", "H", "H", "H", "H", "H", "H", "H", "N", "O", "O", "O"], "xyz": [[3.897, -0.661, 0.474], [1.621, 0.355, -0.134], [1.001, -0.875, -0.280], [-0.386, -1.006, -0.336], [-1.211, 0.024, 0.178], [-0.528, 1.215, 0.074], [0.761, 1.451, -0.166], [4.924, -0.182, 0.569], [3.732, -1.039, 1.588], [4.122, -1.551, -0.377], [1.767, -1.626, -0.126], [-1.040, -1.941, -0.368], [-1.270, 1.971, -0.220], [0.948, 2.506, -0.188], [-2.595, -0.128, 0.043], [3.027, 0.503, -0.262], [-3.343, 0.782, 0.268], [-2.927, -1.319, -0.011]], "smiles": "COc1ccc([N+](=O)[O-])cc1", "total_energy_ev": -14998.393, "lumo_ev": -0.73, "e_homo_ev": -9.571}

---

(3)
{"formula": "C7H7NO3", "method": "the ωB97M-V functional and the def2-TZVPD basis", "symbols": ["C", "C", "C", "C", "C", "C", "C", "H", "H", "H", "H", "H", "H", "H", "N", "O", "O", "O"], "xyz": [[1.800, -0.278, -0.830], [0.934, -0.599, 0.384], [1.449, -0.322, 1.601], [-0.284, -1.281, 0.165], [-1.457, -0.708, -0.531], [-2.086, 0.891, -0.343], [-1.013, 1.918, -0.188], [1.497, 1.759, -0.681], [1.258, -0.858, 2.615], [2.710, 0.032, 1.237], [-0.238, -2.276, -0.298], [-0.818, -1.512, 0.990], [-2.878, 0.971, -1.190], [-2.665, 0.849, 0.663], [-0.373, 2.904, -0.416], [2.330, 1.053, -0.664], [2.367, -0.961, -1.681], [-2.531, -1.580, -0.833]], "total_energy_ev": -14998.910, "lumo_ev": -0.92, "e_homo_ev": -10.507}